No. 1
A cluster of 8 separate species, C28H40ClN2O14 in total at a distorted geometry. Source: OMol25; level of theory: ωB97M-V/def2-TZVPD.

Results
ΔE to the lowest compared entry with this formula, charge and spin	90.18	kJ/mol
Kohn-Sham gap	0.2946	Ha
E	-73848.3483	eV
largest force on an atom	3.06	eV/Å

Geometry as ORCA input:
```
! RIJCOSX wB97M-V def2-TZVPD def2/J DEFGRID3
* xyz -1 1
Cl -0.2596 0.6598 0.8168
O -0.8479 1.5932 -0.0911
O -0.2077 1.1939 2.1428
O -0.9550 -0.5860 0.7114
O 1.1195 0.5324 0.3471
O -7.3018 1.8262 2.0407
C -6.1216 1.6188 2.1821
O -5.4110 2.0346 3.2308
C -4.1809 1.3009 3.3405
C -3.9382 0.7156 1.9356
C -5.3405 0.6677 1.3076
H -4.1889 0.5683 4.1455
H -3.3550 1.9825 3.5390
H -3.5172 -0.2859 1.9754
H -3.2583 1.3579 1.3796
H -5.7467 -0.3400 1.3703
H -5.4521 1.0301 0.2871
O 4.2754 3.3911 -4.8367
C 4.0425 2.5109 -4.0531
O 3.0222 2.5254 -3.1922
C 3.0609 1.3620 -2.2991
C 3.9245 0.3768 -3.0945
C 4.9072 1.3023 -3.8271
H 2.0469 0.9846 -2.2267
H 3.4657 1.7556 -1.3708
H 3.2709 -0.0473 -3.8628
H 4.3277 -0.4611 -2.5306
H 5.3140 0.8036 -4.6982
H 5.6869 1.5743 -3.1100
O 2.7361 6.8946 2.2650
C 2.4750 5.7943 1.8670
O 1.7812 4.9127 2.5884
C 1.4259 3.7349 1.8688
C 2.3848 3.7425 0.6635
C 2.8904 5.1805 0.5320
H 0.3724 3.6823 1.5812
H 1.5032 2.8244 2.4596
H 1.8854 3.4068 -0.2458
H 3.1869 3.0280 0.8538
H 2.4414 5.7232 -0.2936
H 3.9770 5.1678 0.5043
O -2.8256 -2.4393 -4.9247
C -2.8465 -1.4451 -4.2499
O -1.7872 -1.0502 -3.5317
C -1.9951 0.2119 -2.8722
C -3.2477 0.7530 -3.5756
C -4.0121 -0.4866 -4.0261
H -1.0575 0.7694 -2.8720
H -2.1175 0.0913 -1.7887
H -2.9037 1.3393 -4.4330
H -3.7056 1.4995 -2.9236
H -4.5723 -0.2502 -4.9234
H -4.6560 -0.8434 -3.2225
O -1.8726 -5.3411 -0.4570
C -2.5536 -4.3716 -0.3204
O -3.4495 -4.2870 0.7031
C -3.9315 -2.9539 0.8367
C -3.6378 -2.3148 -0.4998
C -2.3957 -3.0245 -1.0262
H -3.4563 -2.4518 1.6868
H -4.9866 -2.9559 1.1199
H -3.5676 -1.2224 -0.5456
H -4.4713 -2.4134 -1.2083
H -1.4713 -2.5227 -0.7525
H -2.3820 -3.3244 -2.0732
N 3.4188 0.1382 2.0779
C 3.4753 -0.9067 2.9344
C 4.7166 -1.4927 2.8031
C 5.4750 -0.6906 1.9264
C 4.6102 0.2736 1.4250
H 2.5444 0.6121 1.9045
H 2.6294 -1.2707 3.4924
H 5.0525 -2.3662 3.3392
H 6.5128 -0.7755 1.6517
H 4.7042 0.9866 0.6235
N 1.0127 -3.2137 1.4124
C 2.2342 -3.6357 0.9936
C 2.5411 -4.7956 1.6536
C 1.3670 -5.1485 2.3754
C 0.4275 -4.1528 2.2264
H 0.6067 -2.3416 1.1082
H 2.8587 -2.9478 0.4454
H 3.4951 -5.2815 1.5345
H 1.2728 -6.0251 2.9997
H -0.4937 -3.9722 2.7487
*
```

Mulliken atomic charge list, values in e, 5 entries: 1.51 -0.78 -0.72 -0.47 -0.42

No. 2
A cluster of 7 separate species, C15H44BClO7 in total at a distorted geometry. Source: OMol25; level of theory: ωB97M-V/def2-TZVPD.

Results
Kohn-Sham gap	0.3725	Ha
E	-43797.3599	eV
largest force on an atom	2.82	eV/Å

Geometry as ORCA input:
```
! RIJCOSX wB97M-V def2-TZVPD def2/J DEFGRID3
* xyz 0 1
O 2.0951 1.9432 2.2870
C 2.2574 1.0611 1.1009
C 1.6247 -0.4148 1.4784
C 2.7923 -1.5651 1.4406
B 3.4185 -1.8711 -0.0523
Cl 2.4779 -1.7347 -1.6561
H 2.6129 1.5434 3.0509
H 3.3822 1.0284 0.7541
H 1.6127 1.5193 0.2377
H 0.6526 -0.6809 0.8695
H 1.2720 -0.3311 2.6156
H 2.4147 -2.5615 1.9360
H 3.6971 -1.1555 2.1007
H 4.5702 -2.2020 -0.0802
C 1.2063 -2.6092 6.5849
C 2.1124 -2.3138 5.4076
O 1.3331 -2.0264 4.2559
H 0.5527 -3.4592 6.3636
H 1.7918 -2.8373 7.4800
H 0.5560 -1.7543 6.7972
H 2.7448 -3.1782 5.1849
H 2.7601 -1.4569 5.6161
H 0.7813 -1.2522 4.4611
C -2.8079 -1.4247 0.8377
C -2.2377 -2.0334 2.1021
O -1.4359 -1.0783 2.7813
H -2.0032 -1.0859 0.1770
H -3.4252 -2.1497 0.2998
H -3.4185 -0.5465 1.0718
H -1.6106 -2.8970 1.8621
H -3.0363 -2.3628 2.7738
H -2.0041 -0.3191 2.9974
C 1.8509 -0.1268 -6.0403
C 1.6277 1.1082 -5.1922
O 0.5079 0.9157 -4.3404
H 0.9641 -0.3439 -6.6447
H 2.7082 0.0071 -6.7060
H 2.0283 -1.0035 -5.4088
H 1.4289 1.9773 -5.8263
H 2.5051 1.3245 -4.5752
H 0.6979 0.1469 -3.7758
C -1.1476 3.2056 0.6540
C -1.4790 1.7406 0.8494
O -2.2424 1.5699 2.0345
H -0.5847 3.5904 1.5107
H -0.5553 3.3538 -0.2533
H -2.0621 3.8030 0.5796
H -0.5629 1.1503 0.9454
H -2.0530 1.3517 0.0029
H -3.0574 2.0912 1.9358
C 3.1197 1.9680 -9.3090
C 3.1373 2.9833 -8.1852
O 1.8563 3.5812 -8.0517
H 2.8378 2.4444 -10.2536
H 4.1014 1.5009 -9.4280
H 2.3787 1.1861 -9.1132
H 3.8632 3.7743 -8.3952
H 3.4057 2.5121 -7.2347
H 1.2204 2.8716 -7.8570
C -5.7499 -0.0532 3.8625
C -6.1543 -1.4668 3.4983
O -5.5183 -2.3923 4.3674
H -4.6638 0.0662 3.7931
H -6.2284 0.6725 3.1989
H -6.0300 0.1758 4.8959
H -5.8530 -1.6989 2.4726
H -7.2378 -1.5979 3.5778
H -5.7990 -2.1829 5.2747
*
```

Mulliken atomic charge list, values in e, 5 entries: -0.53 -0.23 0.44 -0.71 0.36

No. 3
A structure of composition C38H34MnN2O2P2S. Source: OMol25; level of theory: ωB97M-V/def2-TZVPD.

Results
ΔE to the lowest compared entry with this formula, charge and spin	0.00	kJ/mol
Kohn-Sham gap (spin up / spin down)	0.1917 / 0.2785	Ha
E	-107742.7536	eV
⟨S²⟩	6.3838
largest force on an atom	0.53	eV/Å

Geometry as ORCA input:
```
! RIJCOSX wB97M-V def2-TZVPD def2/J DEFGRID3
* xyz 3 5
Mn -0.2164 0.0977 1.0256
O -2.0431 -2.7630 0.1008
S -1.2153 -1.7031 -0.5078
C 0.1624 -2.3995 -1.3807
C -0.0350 -3.5717 -2.1001
C 0.9992 -4.0671 -2.8763
C 2.2105 -3.3862 -2.9397
C 2.4112 -2.2404 -2.1873
C 1.3891 -1.7340 -1.3817
P 1.8470 -0.4075 -0.2245
C 2.4621 0.9756 -1.1863
C 2.0142 1.1061 -2.5062
C 2.4781 2.1478 -3.2931
C 3.3751 3.0711 -2.7675
C 3.7951 2.9626 -1.4488
C 3.3410 1.9208 -0.6541
C 3.0884 -1.1583 0.8307
C 4.4405 -0.8205 0.7401
C 5.3747 -1.5209 1.4888
C 4.9720 -2.5596 2.3145
C 3.6290 -2.9172 2.3829
C 2.6886 -2.2215 1.6467
C -2.0785 -0.8725 -1.8286
C -2.7560 -1.6021 -2.7876
C -3.3855 -0.9295 -3.8312
C -3.3278 0.4534 -3.9091
C -2.6724 1.1882 -2.9269
C -2.0536 0.5295 -1.8672
P -1.4354 1.4847 -0.4742
C -1.4127 3.2312 -0.7582
C -2.3200 4.0641 -0.0921
C -2.3209 5.4194 -0.3732
C -1.4278 5.9400 -1.3020
C -0.5223 5.1114 -1.9578
C -0.5058 3.7562 -1.6874
C -2.4980 1.0668 0.9273
C -2.0442 1.4218 2.2125
C -2.8203 1.1526 3.3335
C -4.0549 0.5449 3.1696
C -4.5130 0.1885 1.8994
C -3.7400 0.4272 0.7809
H -0.9788 -4.0986 -2.0358
H 0.8630 -4.9831 -3.4353
H 3.0110 -3.7663 -3.5601
H 3.3783 -1.7515 -2.2061
H 1.3435 0.3738 -2.9407
H 2.1548 2.2290 -4.3227
H 3.7498 3.8738 -3.3886
H 4.4870 3.6846 -1.0368
H 3.6553 1.8711 0.3814
H 4.7803 -0.0412 0.0719
H 6.4210 -1.2581 1.4137
H 5.7057 -3.1055 2.8922
H 3.3207 -3.7508 2.9996
H 1.6523 -2.5356 1.6798
H -2.8058 -2.6815 -2.7244
H -3.9172 -1.4932 -4.5861
H -3.8138 0.9685 -4.7267
H -2.6688 2.2698 -2.9740
H -3.0265 3.6645 0.6234
H -3.0241 6.0702 0.1281
H -1.4371 7.0004 -1.5167
H 0.1703 5.5274 -2.6767
H 0.2093 3.1149 -2.1881
H -1.1247 2.0003 2.3398
H -2.4726 1.4426 4.3156
H -4.6792 0.3558 4.0332
H -5.4885 -0.2666 1.7917
H -4.1051 0.1487 -0.1988
C -0.4394 -2.6766 5.7632
N -0.0575 -1.7753 4.6773
C -0.4937 -1.8560 3.4305
N -1.3244 -2.8197 3.0440
O -0.0868 -0.9814 2.5783
H -0.2561 -2.1719 6.7068
H 0.1368 -3.6010 5.7345
H -1.5046 -2.8970 5.7108
H 0.6447 -1.0721 4.8460
H -1.6051 -3.5569 3.6687
H -1.6533 -2.8421 2.0831
*
```

Mulliken atomic charge list, values in e, 5 entries: 0.53 -1.00 1.68 0.38 -0.61

No. 4
The ion C5H14NSi with charge +1 at a distorted geometry. Source: OMol25; level of theory: ωB97M-V/def2-TZVPD.

Results
ΔE to the lowest compared entry with this formula, charge and spin	245.33	kJ/mol
Kohn-Sham gap	0.3397	Ha
E	-14771.8241	eV
largest force on an atom	5.41	eV/Å

Geometry as ORCA input:
```
! RIJCOSX wB97M-V def2-TZVPD def2/J DEFGRID3
* xyz 1 1
C 1.7430 0.6281 1.7410
C 1.8304 0.0845 0.3195
C -1.0439 1.2261 -1.2032
C -2.1311 0.5873 -2.0753
C -0.4950 -1.8437 -0.3569
N 0.6390 -0.0896 2.3980
Si 0.0506 -0.0197 -0.3757
H 2.7969 0.4221 2.1979
H 1.4773 1.5756 1.8806
H 2.4906 0.8730 -0.2713
H 2.3299 -0.8160 0.3678
H -1.5515 1.7975 -0.4084
H -0.4493 1.9458 -1.7654
H -2.7852 -0.1156 -1.3580
H -2.9412 1.3179 -2.4451
H -1.6658 0.0281 -2.9156
H -0.2752 -2.5239 0.4665
H -1.4571 -2.0100 -0.6276
H 0.0862 -2.1671 -1.2575
H 0.7633 -1.0757 2.3513
H 0.5882 0.1754 3.3374
*
```

Mulliken atomic charge list, values in e, 5 entries: -0.67 -0.56 -0.50 -1.07 -0.99

No. 5
A structure of composition C40H46CrI2N4O6P2Si2 at a distorted geometry. Source: OMol25; level of theory: ωB97M-V/def2-TZVPD.

Results
ΔE to the lowest compared entry with this formula, charge and spin	160.30	kJ/mol
Kohn-Sham gap (spin up / spin down)	0.1818 / 0.2220	Ha
E	-139434.9335	eV
⟨S²⟩	6.0123
largest force on an atom	2.06	eV/Å

Geometry as ORCA input:
```
! RIJCOSX wB97M-V def2-TZVPD def2/J DEFGRID3
* xyz -2 5
Cr -0.6424 -0.7871 1.1929
C 0.5786 -3.9830 -3.3189
Si -0.1738 -3.8854 -1.5745
C -2.0417 -3.9573 -1.9534
C 0.2266 -5.5469 -0.7461
N 0.1499 -2.5239 -0.6233
P 1.4472 -1.6084 -0.3437
C 1.2043 0.0508 -0.1017
P -0.0147 0.8834 -0.9307
N -1.4439 0.6086 -0.1907
Si -3.0204 1.1628 -0.5340
C -4.2315 0.9145 0.8864
C -3.8149 0.1960 -1.9603
C -3.1200 3.0324 -0.9034
C -0.3311 0.7541 -2.7463
C -1.1658 1.6430 -3.4282
C -1.3793 1.5188 -4.7925
C -0.7786 0.4880 -5.5023
C 0.0108 -0.4329 -4.8300
C 0.2249 -0.2988 -3.4650
C 0.4959 2.6627 -0.7201
C 0.4842 3.6998 -1.6527
C 0.8691 4.9900 -1.3026
C 1.2767 5.2778 -0.0103
C 1.3276 4.2511 0.9239
C 0.9560 2.9665 0.5646
C 2.4057 -2.1479 1.1334
C 3.1302 -1.2078 1.8599
C 3.8711 -1.5940 2.9677
C 3.8851 -2.9221 3.3715
C 3.1516 -3.8619 2.6619
C 2.4236 -3.4746 1.5484
C 2.8014 -1.9528 -1.5766
C 3.3914 -3.2163 -1.6493
C 4.4169 -3.4765 -2.5448
C 4.8722 -2.4722 -3.3906
C 4.3170 -1.2036 -3.3058
C 3.3032 -0.9449 -2.3913
H 0.0946 -4.7973 -3.8680
H 0.4026 -3.0622 -3.8789
H 1.6510 -4.1698 -3.3175
H -2.2016 -4.5527 -2.8572
H -2.6133 -4.4366 -1.1524
H -2.4614 -2.9640 -2.1368
H -0.5062 -6.3059 -1.0394
H 1.2163 -5.9165 -1.0338
H 0.2012 -5.4605 0.3441
H -4.2853 -0.1236 1.2148
H -3.9818 1.5171 1.7619
H -5.2286 1.2137 0.5452
H -3.8643 -0.8634 -1.6923
H -4.8365 0.5409 -2.1512
H -3.2476 0.2705 -2.8891
H -2.1408 3.5131 -0.8572
H -3.5482 3.2280 -1.8917
H -3.7643 3.5197 -0.1667
H -1.6873 2.4150 -2.8791
H -2.0275 2.2218 -5.3035
H -0.9431 0.3936 -6.5693
H 0.4585 -1.2591 -5.3698
H 0.8146 -1.0314 -2.9374
H 0.2026 3.5160 -2.6776
H 0.8481 5.7773 -2.0483
H 1.5638 6.2878 0.2593
H 1.6565 4.4462 1.9385
H 1.0509 2.1568 1.2760
H 3.0828 -0.1680 1.5636
H 4.4168 -0.8484 3.5346
H 4.4426 -3.2207 4.2525
H 3.0989 -4.8894 3.0010
H 1.8113 -4.2067 1.0373
H 3.0373 -4.0017 -0.9931
H 4.8616 -4.4645 -2.5864
H 5.6621 -2.6781 -4.1040
H 4.6857 -0.4113 -3.9476
H 2.8958 0.0547 -2.2836
N -2.5294 -2.4679 0.9613
N -2.0339 -3.5258 1.7414
C -0.7395 -3.4635 2.2975
O -0.2684 -4.5284 2.6963
O -0.2090 -2.3056 2.3628
H -3.5099 -2.3351 1.1775
H -2.4112 -2.6488 -0.0296
H -2.3077 -4.4622 1.4837
I -2.4275 -0.5253 3.7363
I -4.5722 -1.6387 5.3687
O 0.8983 0.8377 3.7492
C -0.1120 1.3371 3.3127
O -1.0103 0.7064 2.5590
C -0.4493 2.7759 3.5380
C -1.4597 3.3859 2.8053
C -1.7629 4.7376 2.9652
C -1.0206 5.4298 3.8890
O -1.1117 6.7599 4.2350
C -0.1482 6.9630 5.2599
O 0.5755 5.7597 5.4513
C -0.0125 4.8263 4.6175
C 0.3033 3.5042 4.4687
H -1.9961 2.7995 2.0721
H -2.5399 5.2201 2.3884
H -0.6565 7.2394 6.1911
H 0.5376 7.7615 4.9604
H 1.0924 3.0149 5.0229
*
```

Mulliken atomic charge list, values in e, 5 entries: 0.99 -1.00 0.58 -1.35 -1.26

No. 6
A structure of composition C53H47As2F6N6O5S2Sc at a distorted geometry. Source: OMol25; level of theory: ωB97M-V/def2-TZVPD.

Results
ΔE to the lowest compared entry with this formula, charge and spin	34.79	kJ/mol
Kohn-Sham gap	0.2297	Ha
E	-255247.0136	eV
largest force on an atom	2.09	eV/Å

Geometry as ORCA input:
```
! RIJCOSX wB97M-V def2-TZVPD def2/J DEFGRID3
* xyz 2 1
Sc 0.2397 -0.9819 0.9648
C -1.2627 -4.2100 1.3853
C -2.3045 -3.5294 2.2979
As -2.0756 -1.5727 2.3622
C -3.6154 -0.8230 1.4519
C -3.7186 0.5691 1.4933
C -4.7743 1.2128 0.8693
C -5.7397 0.4698 0.1970
C -5.6409 -0.9115 0.1568
C -4.5782 -1.5591 0.7818
C -2.5878 -1.1253 4.1632
C -1.9227 -0.1422 4.8824
C -2.3501 0.1884 6.1626
C -3.4352 -0.4688 6.7228
C -4.0991 -1.4548 6.0032
C -3.6789 -1.7832 4.7238
As -1.3781 -3.2696 -0.3413
C 0.0003 -3.7792 -1.5942
C -0.2188 -4.6074 -2.6916
C 0.7643 -4.7713 -3.6569
C 1.9690 -4.0905 -3.5495
C 2.1869 -3.2256 -2.4855
C 1.1922 -3.0794 -1.5410
C -2.9255 -4.1131 -1.1192
C -3.0623 -5.4961 -1.0227
C -4.1588 -6.1207 -1.6005
C -5.1111 -5.3724 -2.2807
C -4.9613 -3.9986 -2.3974
C -3.8675 -3.3684 -1.8175
H -1.4650 -5.2734 1.2799
H -0.2596 -4.1008 1.8083
H -2.2151 -3.9037 3.3177
H -3.3190 -3.7373 1.9610
H -2.9787 1.1558 2.0288
H -4.8514 2.2915 0.9114
H -6.5743 0.9680 -0.2786
H -6.3967 -1.4959 -0.3532
H -4.5339 -2.6372 0.7384
H -1.0725 0.3636 4.4504
H -1.8341 0.9553 6.7268
H -3.7666 -0.2140 7.7205
H -4.9476 -1.9657 6.4386
H -4.2159 -2.5409 4.1658
H -1.1573 -5.1351 -2.7948
H 0.5864 -5.4330 -4.4935
H 2.7387 -4.2220 -4.2978
H 3.1154 -2.6780 -2.3857
H 2.3104 -2.4422 -0.1041
H -2.3140 -6.0965 -0.5218
H -4.2659 -7.1946 -1.5234
H -5.9647 -5.8637 -2.7283
H -5.6936 -3.4164 -2.9417
H -3.7521 -2.2971 -1.9204
F 1.9959 -3.1771 5.7325
C 1.2875 -2.6332 4.7683
F 1.0351 -1.3574 5.0432
F 0.1356 -3.2765 4.6095
S 2.2423 -2.6758 3.1943
O 1.1860 -2.0241 2.2654
O 3.3609 -1.8007 3.3532
N 2.4516 -4.1463 2.8811
S 2.5193 -4.4870 1.2385
O 3.4820 -3.5648 0.5698
O 1.4207 -2.1880 -0.4709
C 3.4355 -6.1044 1.4468
F 4.7227 -5.8818 1.6127
F 3.2308 -6.7734 0.3170
F 2.9418 -6.7879 2.4611
C 3.3797 8.9483 -8.2801
O 4.2190 8.3908 -7.2722
C 3.7083 7.4275 -6.4830
C 4.5882 6.8790 -5.5447
C 4.1610 5.8896 -4.6929
C 2.8455 5.4185 -4.7504
C 1.9781 5.9711 -5.6817
C 2.3930 6.9707 -6.5497
C 2.4319 4.3609 -3.8282
N 3.1902 3.8273 -2.8927
C 2.3997 2.8935 -2.2880
C 1.1495 2.8483 -2.8468
N 1.1788 3.7990 -3.8406
C 0.1285 1.9607 -2.3970
C -1.1589 1.8601 -2.9527
C -2.0540 0.9606 -2.4412
C -1.6628 0.1543 -1.3711
N -0.4570 0.2236 -0.8261
C 0.4470 1.1174 -1.3190
C 1.7641 1.1646 -0.7095
N 2.0210 0.3369 0.3354
C 3.2226 0.3335 0.8850
C 4.2586 1.1598 0.4336
C 4.0168 2.0165 -0.6053
C 2.7424 2.0333 -1.1981
H 3.9965 9.6562 -8.8230
H 2.5319 9.4706 -7.8334
H 3.0246 8.1753 -8.9635
H 5.6037 7.2498 -5.5125
H 4.8407 5.4617 -3.9684
H 0.9478 5.6404 -5.7544
H 1.6952 7.3838 -7.2606
H 0.4378 4.0473 -4.4721
H -1.4424 2.4958 -3.7825
H -3.0511 0.8597 -2.8458
H -2.3531 -0.5568 -0.9376
H 3.3829 -0.3446 1.7137
H 5.2277 1.1033 0.9090
H 4.7793 2.6801 -0.9926
C 0.0449 3.8037 4.0975
C 1.1372 2.7350 3.9442
C 1.4429 2.0623 5.2908
C 2.4116 3.3293 3.3295
C 0.6250 1.6995 3.0210
N 0.2153 0.8968 2.3107
H 0.3898 4.5420 4.8208
H -0.8870 3.3720 4.4648
H -0.1502 4.3104 3.1525
H 1.7503 2.8365 5.9932
H 2.2512 1.3370 5.1975
H 0.5658 1.5576 5.6974
H 2.7934 4.0936 4.0063
H 2.2095 3.7938 2.3637
H 3.1821 2.5681 3.2034
*
```

Mulliken atomic charge list, values in e, 5 entries: 0.08 -0.55 -1.71 1.81 0.34